*1*
{
  "formula": "C7H12S",
  "method": "ωB97M-V/def2-TZVPD",
  "elements": ["C", "C", "C", "C", "C", "C", "C", "H", "H", "H", "H", "H", "H", "H", "H", "H", "H", "H", "H", "S"],
  "xyz": [[1.542, 1.185, -0.323], [0.045, 1.492, 0.148], [-1.088, 0.710, 0.204], [-1.110, -0.452, -0.786], [-0.442, -1.346, 0.125], [0.919, -1.656, -0.189], [-0.888, -0.320, 1.394], [1.584, 0.932, -1.286], [1.987, 2.180, -0.270], [-0.056, 2.294, -0.652], [0.059, 2.013, 0.990], [-2.017, 1.332, 0.349], [-0.151, -0.316, -1.510], [-1.977, -0.746, -1.300], [-1.082, -2.153, 0.182], [1.446, -2.666, -0.059], [1.108, -1.517, -1.377], [-1.889, -0.532, 1.745], [-0.245, -0.130, 2.110], [2.252, -0.306, 0.503]],
  "orbital_gap_ev": 9.30,
  "smiles": "C1C[C@H]2C[C@@H](CS1)C2",
  "e_homo_ev": -8.4119
}

*2*
{
  "formula": "C7H12S",
  "method": "ωB97M-V/def2-TZVPD",
  "elements": ["C", "C", "C", "C", "C", "C", "C", "S", "H", "H", "H", "H", "H", "H", "H", "H", "H", "H", "H", "H"],
  "xyz": [[-0.207, -1.743, -0.941], [-1.018, -1.535, 0.094], [0.992, -0.897, -1.240], [-0.714, -0.470, 1.037], [1.062, 0.357, -0.265], [-1.808, 0.547, 1.191], [0.826, 1.756, -0.724], [2.427, 0.064, 0.883], [-0.481, -2.420, -1.644], [-1.959, -2.073, 0.209], [1.809, -1.552, -1.140], [1.032, -0.647, -2.334], [-0.176, -0.652, 2.008], [-1.366, 1.488, 0.950], [-1.968, 0.510, 2.276], [-2.588, 0.256, 0.561], [0.766, 2.589, -0.033], [-0.037, 1.695, -1.395], [1.658, 2.178, -1.441], [1.750, 0.549, 1.946]],
  "orbital_gap_ev": [8.38, 8.38],
  "e_homo_ev": [-7.6060, -7.6059]
}

*3*
{
  "formula": "C7H12S",
  "method": "ωB97M-V/def2-TZVPD",
  "elements": ["C", "C", "C", "C", "C", "C", "C", "H", "H", "H", "H", "H", "H", "H", "H", "H", "H", "H", "H", "S"],
  "xyz": [[-2.449, -0.741, 0.085], [-1.198, -0.450, -0.709], [0.177, -1.073, -0.617], [2.343, 0.087, -0.097], [1.203, 1.032, -0.675], [-0.052, 0.363, -0.164], [-0.196, 0.606, 1.353], [-3.010, -1.524, -0.402], [-2.251, -1.079, 1.112], [-3.110, 0.138, 0.119], [-1.431, -0.311, -1.761], [0.554, -1.081, -1.646], [2.807, 0.513, 0.788], [3.133, -0.097, -0.849], [1.334, 2.054, -0.348], [1.280, 1.044, -1.759], [0.738, 0.981, 1.767], [-0.513, -0.270, 1.937], [-0.949, 1.381, 1.497], [1.590, -1.574, 0.369]],
  "orbital_gap_ev": 9.13,
  "smiles": "C[C@@H]1[C@@H]2SCC[C@@]12C",
  "e_homo_ev": -8.2299
}

Pick *3*: it beats the second-best structure by 24.9 kcal/mol.

*1*
{
  "formula": "C6H18O3S3",
  "method": "ωB97M-V/def2-TZVPD",
  "elements": ["C", "S", "O", "C", "H", "H", "H", "H", "H", "H", "C", "S", "O", "C", "H", "H", "H", "H", "H", "H", "C", "S", "O", "C", "H", "H", "H", "H", "H", "H"],
  "xyz": [[3.842, -0.986, -1.152], [4.021, -2.135, -2.582], [4.871, -1.436, -3.609], [5.091, -3.321, -1.781], [4.088, 0.014, -1.490], [4.409, -1.371, -0.303], [2.808, -1.022, -0.800], [5.494, -3.991, -2.538], [4.485, -3.875, -1.064], [5.949, -2.832, -1.316], [-4.977, -0.373, 2.730], [-3.837, 0.799, 1.937], [-4.236, 2.211, 2.264], [-4.397, 0.531, 0.253], [-4.814, -0.379, 3.805], [-4.871, -1.356, 2.282], [-5.974, 0.047, 2.568], [-5.175, -0.212, 0.079], [-3.530, 0.269, -0.355], [-4.776, 1.467, -0.159], [-1.099, 2.216, -0.040], [-0.030, 0.710, -0.077], [0.345, 0.615, -1.512], [1.356, 1.582, 0.690], [-1.058, 2.817, 0.867], [-2.132, 1.937, -0.231], [-0.759, 2.799, -0.895], [1.140, 1.890, 1.712], [1.572, 2.491, 0.129], [2.195, 0.895, 0.586]],
  "orbital_gap_ev": 9.19,
  "e_homo_ev": -8.7628
}

*2*
{
  "formula": "C6H18O3S3",
  "method": "ωB97M-V/def2-TZVPD",
  "elements": ["C", "S", "O", "C", "H", "H", "H", "H", "H", "H", "C", "S", "O", "C", "H", "H", "H", "H", "H", "H", "C", "S", "O", "C", "H", "H", "H", "H", "H", "H"],
  "xyz": [[26.434, -18.181, -8.110], [27.414, -19.290, -7.112], [27.872, -18.579, -5.804], [26.114, -20.445, -6.650], [27.312, -17.426, -8.388], [25.771, -17.618, -7.411], [25.721, -18.770, -8.746], [25.395, -19.833, -6.228], [26.401, -21.089, -5.642], [25.811, -21.049, -7.562], [24.079, -18.272, -3.811], [24.916, -17.278, -2.542], [23.831, -17.162, -1.442], [25.890, -18.667, -1.973], [23.946, -19.115, -3.393], [24.753, -18.354, -4.599], [23.202, -17.839, -4.288], [25.266, -19.442, -1.629], [26.641, -18.301, -1.124], [26.385, -19.220, -2.725], [20.961, -20.696, -2.258], [19.874, -22.012, -1.943], [20.364, -22.499, -0.528], [18.424, -21.044, -1.744], [22.131, -21.004, -2.381], [21.214, -19.805, -1.425], [20.599, -20.062, -3.180], [18.856, -20.392, -1.104], [17.554, -21.522, -1.152], [18.031, -20.577, -2.750]],
  "orbital_gap_ev": 9.20,
  "e_homo_ev": -8.9866
}

*3*
{
  "formula": "C6H18O3S3",
  "method": "ωB97M-V/def2-TZVPD",
  "elements": ["C", "S", "O", "C", "H", "H", "H", "H", "H", "H", "C", "S", "O", "C", "H", "H", "H", "H", "H", "H", "C", "S", "O", "C", "H", "H", "H", "H", "H", "H"],
  "xyz": [[0.248, -2.262, -4.739], [-0.383, -1.715, -3.155], [0.619, -0.772, -2.558], [-1.807, -0.688, -3.715], [1.255, -2.651, -4.611], [0.262, -1.520, -5.540], [-0.412, -3.063, -5.084], [-2.607, -1.224, -4.222], [-1.443, 0.064, -4.419], [-2.131, -0.208, -2.796], [1.815, 1.472, 3.233], [2.310, 3.172, 2.755], [3.564, 3.054, 1.926], [0.938, 3.445, 1.574], [0.820, 1.572, 3.675], [2.522, 1.170, 4.003], [1.719, 0.731, 2.447], [0.879, 2.638, 0.855], [1.029, 4.444, 1.157], [0.048, 3.459, 2.211], [-1.824, -1.424, 2.678], [-1.504, -0.325, 1.250], [-1.075, 0.988, 1.881], [-0.028, -1.202, 0.687], [-1.455, -0.997, 3.607], [-1.318, -2.392, 2.606], [-2.883, -1.680, 2.682], [0.708, -1.103, 1.482], [0.377, -0.763, -0.232], [-0.240, -2.220, 0.362]],
  "orbital_gap_ev": 8.76,
  "e_homo_ev": -8.3775
}

Pick *3*: it beats the second-best structure by 4.5 kcal/mol.

*1*
{
  "formula": "CH11N3O3",
  "method": "ωB97M-V/def2-TZVPD",
  "elements": ["N", "C", "N", "N", "H", "H", "H", "H", "H", "H", "H", "O", "H", "H", "O", "H", "H", "O"],
  "xyz": [[0.396, -0.307, -1.371], [-0.046, -0.766, -0.189], [0.034, -2.150, -0.059], [-0.568, 0.038, 0.721], [0.964, -0.903, -1.952], [0.664, 0.662, -1.411], [-0.140, -2.445, 0.878], [0.945, -2.506, -0.349], [-1.557, 0.182, 0.504], [1.646, 2.180, -0.873], [0.925, 2.602, -2.157], [1.649, 2.041, -1.847], [-3.014, -1.914, 1.092], [-1.812, -1.278, 1.891], [-2.607, -1.843, 1.972], [0.860, 2.839, 1.413], [0.545, 1.406, 0.968], [1.118, 2.162, 0.768]],
  "orbital_gap_ev": 9.44,
  "smiles": "N=C(N)N.O.O.O",
  "e_homo_ev": -8.8287
}

*2*
{
  "formula": "CH11N3O3",
  "method": "ωB97M-V/def2-TZVPD",
  "elements": ["N", "C", "N", "N", "H", "H", "H", "H", "H", "H", "H", "O", "H", "H", "O", "H", "H", "O"],
  "xyz": [[0.691, 1.234, -0.989], [0.274, 0.976, 0.294], [-0.546, 1.903, 0.842], [0.533, -0.100, 0.980], [0.036, 1.813, -1.489], [0.933, 0.369, -1.473], [-0.820, 1.828, 1.803], [-0.746, 2.728, 0.304], [1.442, -0.489, 0.753], [1.584, -1.137, -3.089], [0.349, -1.574, -2.322], [0.647, -0.913, -2.989], [-0.632, 0.216, 3.875], [-0.372, -0.441, 2.515], [-1.058, -0.363, 3.233], [-1.387, -2.210, -1.273], [-0.430, -1.660, -0.077], [-0.496, -2.179, -0.897]],
  "orbital_gap_ev": 9.89,
  "smiles": "N=C(N)N.O.O.O",
  "e_homo_ev": -9.2764
}

Pick *2*: it beats the second-best structure by 18.5 kcal/mol.